1.
C40H32BrN3O2P2S4Sc as an isolated structure, computed with ωB97M-V/def2-TZVPD.

Atoms and positions in Å:
1 Sc 0.882 -0.061 0.237
2 S -0.092 -2.484 0.479
3 P -0.493 -1.651 2.289
4 C -0.027 -0.063 2.328
5 P -0.708 1.438 2.181
6 S 0.180 2.450 0.668
7 C -0.557 2.424 3.708
8 C 0.046 1.852 4.820
9 C 0.207 2.594 5.984
10 C -0.242 3.906 6.037
11 C -0.851 4.478 4.926
12 C -1.003 3.741 3.762
13 C -2.509 1.434 1.864
14 C -3.423 1.406 2.914
15 C -4.782 1.290 2.656
16 C -5.236 1.201 1.348
17 C -4.328 1.218 0.298
18 C -2.970 1.332 0.554
19 C 0.418 -2.627 3.523
20 C 1.505 -2.049 4.166
21 C 2.244 -2.794 5.078
22 C 1.891 -4.107 5.353
23 C 0.803 -4.685 4.708
24 C 0.071 -3.949 3.790
25 C -2.240 -1.938 2.734
26 C -2.611 -1.854 4.075
27 C -3.942 -1.981 4.443
28 C -4.914 -2.179 3.470
29 C -4.550 -2.247 2.134
30 C -3.216 -2.132 1.765
31 H 0.411 0.834 4.745
32 H 0.691 2.148 6.844
33 H -0.115 4.486 6.943
34 H -1.201 5.503 4.968
35 H -1.459 4.187 2.885
36 H -3.074 1.473 3.938
37 H -5.484 1.262 3.480
38 H -6.297 1.111 1.148
39 H -4.675 1.141 -0.725
40 H -2.260 1.347 -0.267
41 H 1.786 -1.029 3.934
42 H 3.098 -2.340 5.564
43 H 2.465 -4.686 6.066
44 H 0.532 -5.712 4.917
45 H -0.769 -4.402 3.275
46 H -1.852 -1.694 4.833
47 H -4.221 -1.923 5.488
48 H -5.954 -2.273 3.757
49 H -5.307 -2.388 1.372
50 H -2.923 -2.192 0.724
51 Br -0.999 0.249 -6.530
52 C -0.548 0.212 -4.673
53 C -0.537 1.389 -3.951
54 C -0.208 1.338 -2.597
55 C 0.119 0.154 -1.923
56 C 0.083 -1.002 -2.719
57 C -0.242 -0.996 -4.072
58 H -0.783 2.327 -4.432
59 H -0.216 2.277 -2.050
60 H 0.310 -1.969 -2.275
61 H -0.262 -1.913 -4.648
62 N 2.329 6.613 1.412
63 C 2.705 5.289 1.669
64 C 3.411 4.560 0.710
65 C 3.784 3.255 0.961
66 C 3.455 2.665 2.176
67 C 2.777 3.386 3.142
68 C 2.413 4.698 2.894
69 S 3.858 0.971 2.433
70 O 3.339 0.618 3.728
71 O 5.277 0.811 2.190
72 N 3.038 0.197 1.292
73 C 3.644 -0.302 0.196
74 S 5.318 -0.445 -0.251
75 C 4.825 -1.156 -1.761
76 C 3.482 -1.233 -1.832
77 N 2.817 -0.763 -0.729
78 H 2.207 6.816 0.432
79 H 1.526 6.913 1.943
80 H 3.648 5.017 -0.244
81 H 4.315 2.687 0.207
82 H 2.515 2.905 4.076
83 H 1.865 5.255 3.645
84 H 5.544 -1.465 -2.500
85 H 2.908 -1.613 -2.663

Summary:
- LUMO energy (eV) = 2.4008
- molar mass (g/mol) = 901.8
- HOMO-LUMO gap (eV) = 7.5537
- charge = -1

---

2.
A 2-piece molecular cluster, C15H13N2O2 overall at a distorted geometry, computed with ωB97M-V/def2-TZVPD.

Atoms and positions in Å:
1 C 2.377 0.813 -0.923
2 C 1.413 1.676 -0.192
3 C 0.691 1.054 0.933
4 C 0.416 1.848 2.174
5 C 0.708 3.302 2.302
6 O -0.154 1.245 3.119
7 O 1.137 2.811 -0.644
8 H 3.354 1.268 -0.769
9 H 2.461 -0.194 -0.517
10 H 2.213 0.738 -2.005
11 H 1.152 0.085 1.193
12 H 1.668 3.615 1.890
13 H -0.076 3.863 1.787
14 H 0.618 3.552 3.362
15 C -0.872 -0.182 0.425
16 C -1.865 0.647 -0.138
17 C -2.113 1.929 0.425
18 N -2.229 2.997 0.890
19 C -2.621 0.369 -1.318
20 N -3.289 0.330 -2.282
21 C -0.528 -1.424 -0.319
22 C -0.517 -1.500 -1.722
23 C -0.456 -2.768 -2.329
24 C -0.311 -3.915 -1.526
25 C -0.199 -3.815 -0.114
26 C -0.280 -2.557 0.466
27 H -0.925 -0.311 1.515
28 H -0.571 -0.591 -2.337
29 H -0.555 -2.857 -3.418
30 H -0.276 -4.904 -1.989
31 H -0.097 -4.700 0.517
32 H -0.273 -2.421 1.542

Summary:
- LUMO energy (eV) = 2.9008
- molar mass (g/mol) = 253.3
- HOMO-LUMO gap (eV) = 6.7466
- charge = -1

---

3.
A 2-piece molecular cluster, C2H3NO overall at a distorted geometry, computed with ωB97M-V/def2-TZVPD.

Atoms and positions in Å:
1 C 1.295 -0.668 -0.662
2 C 1.179 -0.200 0.461
3 N -2.118 -0.410 0.719
4 O -2.191 -0.130 -0.460
5 H 1.552 -1.066 -1.508
6 H 0.976 0.197 1.326
7 H -1.528 0.369 1.329

Summary:
- LUMO energy (eV) = -0.3787
- energy above the lowest of the compared OMol25 structures with the same formula, charge and spin (kcal/mol) = 126.96
- structure (SMILES) = C#C.N=O
- molar mass (g/mol) = 57.1
- HOMO-LUMO gap (eV) = 9.2019
- charge = 0

---

4.
C43H41N5P2SSbSe4Ti as an isolated structure at a distorted geometry, computed with ωB97M-V/def2-TZVPD.

Atoms and positions in Å:
1 Ti 0.953 -0.523 0.648
2 C -0.860 2.439 5.717
3 C -0.071 3.155 4.628
4 N 1.015 2.350 4.102
5 C 0.792 1.469 3.052
6 S 2.201 1.090 2.079
7 N -0.421 1.038 2.907
8 N -0.582 0.154 1.851
9 C -1.813 -0.158 1.483
10 C -2.994 0.382 2.233
11 C -1.968 -1.067 0.405
12 C -3.188 -1.542 -0.154
13 C -3.217 -2.548 -1.067
14 C -1.971 -3.126 -1.534
15 C -0.804 -2.823 -0.964
16 N -0.825 -2.054 0.290
17 H -1.701 3.054 6.049
18 H -1.247 1.501 5.323
19 H -0.222 2.221 6.576
20 H -0.752 3.429 3.815
21 H 0.367 4.072 5.032
22 H 1.921 2.781 4.046
23 H -2.779 1.379 2.612
24 H -3.888 0.409 1.614
25 H -3.186 -0.271 3.090
26 H -4.107 -1.029 0.106
27 H -4.153 -2.866 -1.506
28 H -1.964 -3.763 -2.411
29 H 0.166 -3.212 -1.255
30 Se 6.094 -3.641 -1.084
31 Sb 3.997 -4.567 -0.180
32 Se 1.548 -2.059 2.466
33 Se 2.659 -2.197 0.434
34 Se 2.665 -5.321 -2.113
35 C 0.936 2.925 -2.471
36 N 0.896 1.747 -1.623
37 P -0.548 0.949 -1.103
38 C -1.501 0.900 -2.679
39 C -1.665 -0.321 -3.325
40 C -2.360 -0.409 -4.523
41 C -2.893 0.732 -5.103
42 C -2.720 1.962 -4.480
43 C -2.034 2.044 -3.278
44 C -1.409 2.332 -0.262
45 C -2.796 2.455 -0.272
46 C -3.419 3.491 0.409
47 C -2.658 4.410 1.121
48 C -1.277 4.278 1.157
49 C -0.656 3.237 0.482
50 P 2.191 0.657 -1.286
51 C 3.692 1.713 -1.357
52 C 4.478 1.953 -0.236
53 C 5.609 2.755 -0.326
54 C 5.973 3.317 -1.538
55 C 5.219 3.050 -2.675
56 C 4.098 2.243 -2.585
57 C 2.477 -0.324 -2.792
58 C 1.581 -0.355 -3.854
59 C 1.746 -1.283 -4.876
60 C 2.801 -2.180 -4.836
61 C 3.721 -2.130 -3.796
62 C 3.563 -1.200 -2.782
63 H 0.176 3.635 -2.138
64 H 0.748 2.693 -3.526
65 H 1.905 3.413 -2.388
66 H -1.227 -1.210 -2.891
67 H -2.485 -1.375 -4.996
68 H -3.438 0.667 -6.037
69 H -3.124 2.863 -4.928
70 H -1.919 3.010 -2.804
71 H -3.391 1.739 -0.827
72 H -4.498 3.581 0.384
73 H -3.142 5.221 1.652
74 H -0.677 4.985 1.717
75 H 0.423 3.125 0.523
76 H 4.223 1.502 0.711
77 H 6.211 2.927 0.558
78 H 6.857 3.940 -1.606
79 H 5.515 3.456 -3.634
80 H 3.540 2.000 -3.481
81 H 0.757 0.344 -3.892
82 H 1.028 -1.313 -5.689
83 H 2.895 -2.948 -5.594
84 H 4.541 -2.834 -3.732
85 H 4.280 -1.200 -1.966
86 C -1.071 -2.965 1.298
87 C -1.425 -3.699 2.178
88 C -1.680 -4.475 3.347
89 C -0.709 -5.356 3.831
90 C -0.942 -6.088 4.983
91 C -2.141 -5.956 5.672
92 C -3.109 -5.079 5.200
93 C -2.884 -4.346 4.046
94 H 0.227 -5.443 3.295
95 H -0.177 -6.761 5.351
96 H -2.321 -6.534 6.572
97 H -4.045 -4.964 5.735
98 H -3.634 -3.661 3.671

Summary:
- 2S+1 = 2
- LUMO energy (spin up / spin down) (eV) = 3.7173 / 3.7177
- energy above the lowest of the compared OMol25 structures with the same formula, charge and spin (kcal/mol) = 75.94
- molar mass (g/mol) = 1207.3
- HOMO-LUMO gap (spin up / spin down) (eV) = 4.7203 / 4.8186
- charge = -2

---

- Among the records above, which one has the highest molar mass?
  C43H41N5P2SSbSe4Ti